(1)
Formula: C20H33N3O3S
Source: OMol25
Level of theory: ωB97M-V with the def2-TZVPD basis set

```
60
Properties=species:S:1:pos:R:3:mulliken_charge:R:1
C -1.96 -0.37 5.43 -1.099
H -2.53 -1.17 4.98 0.335
H -2.47 0.57 5.23 0.286
H -1.92 -0.53 6.50 0.390
C -0.54 -0.34 4.85 -0.940
N -0.52 -0.14 3.43 0.514
C -0.48 1.12 2.86 0.853
C -0.67 2.27 3.63 -0.490
C -0.63 3.54 3.07 0.351
C -0.40 3.68 1.70 -0.637
C -0.21 2.55 0.93 -0.777
C -0.24 1.29 1.49 0.141
H -0.06 0.44 0.85 -0.034
H -0.02 2.65 -0.13 0.447
H -0.37 4.66 1.26 0.398
C -0.85 4.75 3.92 -1.551
H -0.90 4.49 4.97 0.338
H -1.79 5.24 3.64 0.318
H -0.05 5.47 3.77 0.354
H -0.87 2.20 4.69 0.144
C -0.61 -1.33 2.61 -1.325
H -1.18 -2.08 3.16 0.345
H -1.17 -1.10 1.70 0.538
C 0.76 -1.91 2.25 -0.285
C 0.63 -3.01 1.20 -1.117
N 0.28 -2.48 -0.10 -0.009
C -0.96 -2.56 -0.62 0.094
O -1.88 -3.13 -0.05 -0.693
C -1.12 -1.91 -1.99 0.251
C -0.27 -2.65 -3.03 -0.424
C -0.37 -1.96 -4.38 -1.301
N 0.05 -0.58 -4.29 0.230
S 1.71 -0.38 -4.10 1.063
O 2.08 -0.15 -2.73 -0.656
O 2.36 -1.47 -4.78 -0.687
C 2.00 1.14 -5.05 -0.406
C 3.50 1.37 -5.12 -1.231
H 3.73 2.26 -5.70 0.396
H 3.90 1.48 -4.12 0.319
H 3.97 0.50 -5.58 0.337
H 1.49 1.95 -4.54 0.337
H 1.56 0.96 -6.02 0.384
C -0.76 0.18 -3.35 -1.560
C -0.76 -0.42 -1.95 -0.144
H -1.48 0.12 -1.32 0.542
H 0.24 -0.28 -1.54 0.091
H -1.78 0.21 -3.76 0.468
H -0.37 1.20 -3.32 0.361
H -1.40 -1.98 -4.76 0.426
H 0.29 -2.44 -5.11 0.508
H 0.78 -2.65 -2.73 0.291
H -0.60 -3.69 -3.11 0.430
H -2.18 -2.02 -2.27 0.419
H 0.99 -1.97 -0.59 0.211
H -0.16 -3.71 1.48 0.498
H 1.58 -3.56 1.11 0.409
H 1.23 -2.32 3.14 0.380
H 1.41 -1.12 1.87 0.303
H 0.04 0.44 5.34 0.518
H -0.05 -1.29 5.07 0.348
```

The total energy is -1570.09306 hartree. The relative energy (zero: lowest compared OMol25 entry of this formula, charge and spin) comes out at 7.5 kcal/mol. The spin multiplicity is 1. As for the LUMO energy: 0.579 eV. The SMILES is CCN(CCCNC(=O)C1CCN(S(=O)(=O)CC)CC1)c1cccc(C)c1. The HOMO-LUMO gap is 7.91 eV.



(2)
Formula: C20H33N3O4S
Source: OMol25
Level of theory: ωB97M-V with the def2-TZVPD basis set

```
61
Properties=species:S:1:pos:R:3:mulliken_charge:R:1
C -2.32 2.76 7.24 -1.126
C -2.97 2.83 5.87 -0.381
N -2.75 4.13 5.21 -0.214
S -1.44 4.44 4.32 1.093
O -1.11 5.82 4.55 -0.771
O -0.46 3.40 4.53 -0.558
C -1.92 4.33 2.60 0.450
C -2.01 2.86 2.22 0.382
O -2.79 2.14 2.83 -0.715
N -1.14 2.40 1.29 0.311
C -0.32 3.26 0.45 -1.626
C -0.89 0.96 1.26 -1.220
C 0.60 0.66 1.39 0.664
C 0.88 -0.82 1.13 -1.631
N 1.09 1.15 2.67 -0.065
C 2.40 1.49 2.79 0.463
O 3.22 1.19 1.94 -0.683
C 2.78 2.28 4.03 -0.502
C 3.68 3.46 3.65 -0.151
C 4.19 4.15 4.92 -1.631
C 2.97 4.43 2.72 0.368
C 1.95 5.26 3.17 0.060
C 1.35 6.18 2.32 -0.990
C 1.76 6.30 0.99 1.105
C 1.13 7.32 0.08 -1.173
C -0.15 6.82 -0.59 -0.908
C 2.76 5.45 0.54 -0.778
C 3.35 4.52 1.39 -0.477
H -2.54 1.79 7.71 0.377
H -1.24 2.87 7.16 0.242
H -2.71 3.54 7.90 0.331
H -2.59 2.07 5.20 0.181
H -4.05 2.68 5.93 0.456
H -3.05 4.95 5.71 0.294
H -2.89 4.82 2.50 0.544
H -1.15 4.90 2.08 -0.718
H -0.87 4.15 0.16 0.722
H 0.62 3.55 0.93 0.453
H -0.08 2.72 -0.47 0.324
H -1.46 0.51 2.07 0.418
H -1.25 0.53 0.32 0.356
H 1.15 1.21 0.63 0.261
H 0.57 -1.07 0.11 0.373
H 1.95 -1.01 1.22 0.420
H 0.34 -1.46 1.83 0.356
H 0.44 1.59 3.30 0.106
H 1.89 2.63 4.56 -0.121
H 3.33 1.61 4.69 0.526
H 4.53 3.05 3.11 0.459
H 4.83 5.00 4.67 0.402
H 3.37 4.53 5.53 0.276
H 4.77 3.46 5.53 0.468
H 1.61 5.20 4.20 0.453
H 0.57 6.83 2.71 0.443
H 0.90 8.22 0.66 0.365
H 1.85 7.62 -0.69 0.398
H -0.58 7.57 -1.24 0.469
H 0.06 5.93 -1.19 0.226
H -0.90 6.55 0.16 0.138
H 3.09 5.52 -0.49 0.363
H 4.13 3.87 1.01 0.342
```

The total energy is -1645.37340 hartree. The relative energy (zero: lowest compared OMol25 entry of this formula, charge and spin) comes out at 1.9 kcal/mol. The spin multiplicity is 1. As for the LUMO energy: 0.544 eV. The SMILES is CCNS(=O)(=O)CC(=O)N(C)C[C@H](C)NC(=O)C[C@H](C)c1ccc(CC)cc1. The HOMO-LUMO gap is 9.36 eV.